Here is a structure of composition C10H33BO5Pt in a non-equilibrium geometry from OMol25. Energies are from ωB97M-V/def2-TZVPD.

Summary:
HOMO-LUMO gap (spin up / spin down) ... 4.58 / 4.28 eV
Spin multiplicity ... 3
DFT total energy ... -25051.14777 eV
Relative energy (zero: lowest compared OMol25 entry of this formula, charge and spin) ... 758.2 kJ/mol

Element x y z (Å)
1 Pt -0.40906 -1.06929 -0.40210
2 B -4.08183 -2.58487 -0.64140
3 H -3.93636 -1.51675 -0.68843
4 H -3.33771 -3.01699 0.00960
5 H -5.07951 -2.86303 -0.33892
6 H -3.80735 -2.97843 -1.60784
7 C 4.65069 1.42591 3.82378
8 C 4.97494 0.62126 2.60509
9 O 3.84847 0.41099 1.79441
10 H 4.27609 2.41458 3.55864
11 H 5.57653 1.53265 4.38906
12 H 4.03886 0.87554 4.53851
13 H 5.45801 -0.32302 2.85625
14 H 5.78532 1.10320 2.05819
15 C 3.33418 -7.16694 -2.50441
16 C 3.30990 -5.67189 -2.37754
17 O 2.14348 -5.30610 -1.69604
18 H 3.57563 -7.62866 -1.54702
19 H 4.00170 -7.48839 -3.30390
20 H 2.37526 -7.59218 -2.80063
21 H 3.36171 -5.09770 -3.30259
22 H 4.14949 -5.33651 -1.76868
23 H 1.74273 -6.07661 -1.28699
24 C -3.12482 0.64349 -5.47805
25 C -1.71914 1.14806 -5.49796
26 O -0.84625 0.56139 -4.53372
27 H -3.20233 -0.44375 -5.47826
28 H -3.48880 0.84177 -6.48617
29 H -3.66033 1.24383 -4.74258
30 H -1.85367 2.22882 -5.45371
31 H -1.27385 0.99208 -6.48056
32 H 0.03713 0.92971 -4.60845
33 C -1.16406 5.62342 -1.49946
34 C -0.71033 4.92733 -0.26577
35 O -1.36622 3.64897 -0.10209
36 H -0.51182 5.45509 -2.35640
37 H -1.18112 6.69215 -1.28589
38 H -2.23210 5.49938 -1.67840
39 H -0.88484 5.66994 0.51280
40 H 0.37016 4.78392 -0.27557
41 H -2.23967 3.93297 0.17728
42 C -1.59488 1.69918 6.64539
43 C -2.39032 0.76733 5.63513
44 O -1.58284 0.07154 4.73364
45 H -0.78346 2.20978 6.12674
46 H -1.22096 0.98686 7.38085
47 H -2.13118 2.37011 7.31646
48 H -3.02163 1.45042 5.06686
49 H -3.04614 0.10956 6.20552
50 H -1.12770 -0.71011 5.05534



Here is a cluster of 2 separate species, C7H17N3OS in total in a non-equilibrium geometry from OMol25. Energies are from ωB97M-V/def2-TZVPD.

Summary:
HOMO-LUMO gap (spin up / spin down) ... 6.81 / 6.81 eV
Spin multiplicity ... 1
DFT total energy ... -24868.36007 eV
Charge ... +2
Relative energy (zero: lowest compared OMol25 entry of this formula, charge and spin) ... 0.0 kJ/mol

Element x y z (Å)
1 C -2.99912 -1.36213 -0.81974
2 C -1.46563 -0.25824 0.78017
3 C 4.46684 1.12090 1.04157
4 C -3.08144 -0.35464 -1.71459
5 C -3.85358 -2.54146 -0.82455
6 C -1.53942 -2.62072 0.72621
7 C 5.34627 3.61064 0.95311
8 N -2.04270 -1.31256 0.26314
9 N -3.85678 -0.38952 -2.79073
10 N 4.29634 2.56841 0.66018
11 O 1.88374 1.57342 1.35232
12 S 3.16183 1.93107 2.00175
13 H -0.83381 -0.54646 1.65293
14 H -1.76800 0.59023 0.33520
15 H 4.17878 0.43335 0.25326
16 H 5.46416 1.14323 1.39561
17 H -2.48946 0.55293 -1.66575
18 H -4.78679 -2.31766 -1.42624
19 H -4.23382 -2.83223 0.17599
20 H -3.44207 -3.42395 -1.36449
21 H -2.27006 -3.08740 1.33066
22 H -0.58760 -2.41624 1.18780
23 H -1.52723 -3.29463 -0.20213
24 H 6.37030 3.35487 0.64077
25 H 4.94615 4.50227 0.53133
26 H 5.34001 3.56765 2.08575
27 H -4.48511 -1.16815 -2.87231
28 H -3.97935 0.32899 -3.47195
29 H 3.78757 2.64803 -0.21529



Here is the molecule C4H7NO from OMol25. Energies are from ωB97M-V/def2-TZVPD.

Summary:
HOMO-LUMO gap ... 11.06 eV
Spin multiplicity ... 1
DFT total energy ... -7797.65029 eV
Relative energy (zero: lowest compared OMol25 entry of this formula, charge and spin) ... 192.4 kJ/mol
SMILES string ... [H]/N=C/OCC=C

Element x y z (Å)
1 H -2.10538 2.32714 0.32743
2 N -1.48261 2.02876 -0.41966
3 C -1.27245 0.78996 -0.32248
4 O -0.49457 0.16446 -1.23250
5 C 0.04693 -1.06899 -0.78255
6 C 0.95284 -0.88791 0.40806
7 C 1.47034 0.28451 0.76130
8 H -1.66242 0.12189 0.45835
9 H -0.76135 -1.78102 -0.55247
10 H 0.59798 -1.46909 -1.63996
11 H 1.15441 -1.78118 0.99774
12 H 1.27800 1.18800 0.18765
13 H 2.09719 0.37893 1.64214